{
  "formula": "C19H16O6S",
  "method": "ωB97M-V/def2-TZVPD",
  "elements": ["C", "C", "S", "C", "C", "C", "C", "O", "C", "C", "C", "C", "C", "C", "C", "O", "H", "H", "H", "H", "H", "H", "H", "H", "H", "H", "H", "H", "O", "C", "C", "C", "O", "C", "O", "C", "C", "O", "H", "H", "H", "H"],
  "xyz": [[-1.626268, 1.956671, 1.357370], [-2.539933, 2.999792, 0.702794], [-4.072143, 2.371892, 0.004959], [-3.405291, 1.144348, -1.153216], [-3.132237, -0.196815, -0.533517], [-4.073153, -0.976602, 0.008829], [-3.723343, -2.311215, 0.566477], [-4.508209, -3.232216, 0.593549], [-2.329215, -2.439016, 1.086699], [-2.014769, -3.322859, 2.106571], [-0.712681, -3.372526, 2.583496], [0.274212, -2.564376, 2.029351], [-0.030754, -1.700888, 0.989531], [-1.337347, -1.634451, 0.527294], [-1.721105, -0.690960, -0.558285], [-0.936883, -0.319878, -1.406037], [-0.881741, 1.584255, 0.654122], [-1.097053, 2.396654, 2.203525], [-2.210725, 1.124351, 1.752852], [-2.859421, 3.728493, 1.449157], [-1.989362, 3.559130, -0.054455], [-2.482167, 1.545088, -1.567138], [-4.144481, 1.048944, -1.945622], [-5.113718, -0.674177, 0.045889], [-2.780446, -3.960981, 2.525111], [-0.462592, -4.043801, 3.394205], [1.284804, -2.607538, 2.413055], [0.733723, -1.075328, 0.547746], [1.621193, 1.480415, -0.953114], [2.793729, 1.225323, -1.145104], [3.892042, 1.975983, -0.564723], [5.152015, 1.622546, -0.849712], [6.221527, 2.242290, -0.374045], [5.473355, 0.462962, -1.760552], [6.653671, 0.237231, -1.960773], [4.380569, -0.296737, -2.326030], [3.115003, 0.050844, -2.042330], [2.071294, -0.603770, -2.521157], [3.652494, 2.807210, 0.083164], [6.992679, 1.775732, -0.753411], [4.620578, -1.132658, -2.967651], [1.252156, -0.183364, -2.188872]],
  "atomic_forces_ev_per_a": [[-0.180, 0.079, 0.081], [0.362, 0.099, 0.326], [-0.129, -0.080, -0.090], [0.031, 0.032, 0.074], [-0.178, -0.086, 0.106], [0.226, 0.023, -0.045], [0.005, -0.017, -0.026], [-0.090, 0.150, 0.178], [0.067, 0.065, -0.032], [0.094, -0.082, -0.023], [0.051, 0.028, -0.020], [-0.031, -0.054, 0.061], [0.000, -0.076, -0.063], [-0.066, 0.029, -0.012], [0.108, -0.056, 0.029], [0.105, 0.101, 0.016], [-0.016, -0.069, 0.007], [0.104, 0.039, -0.080], [0.030, -0.026, -0.013], [-0.108, -0.011, -0.029], [-0.054, -0.010, -0.078], [-0.052, -0.030, -0.209], [0.036, 0.021, -0.092], [-0.024, -0.109, -0.109], [-0.073, 0.020, -0.035], [-0.004, -0.009, 0.004], [0.006, -0.012, 0.004], [-0.046, 0.047, -0.055], [-0.156, -0.070, 0.004], [0.175, 0.158, 0.108], [-0.111, 0.037, 0.035], [-0.005, 0.091, 0.063], [-0.020, 0.033, 0.021], [-0.129, -0.163, -0.122], [0.055, 0.030, 0.034], [0.139, -0.051, -0.034], [0.023, -0.118, -0.093], [-0.076, 0.081, 0.041], [0.013, 0.006, -0.003], [0.010, -0.044, -0.033], [-0.029, -0.002, -0.009], [-0.066, 0.004, 0.113]],
  "e_homo_ev": -8.852,
  "e_lumo_ev": -1.4,
  "smiles": "CCSCC1=CC(=O)c2ccccc2C1=O.O=C1C=C(O)C(=O)C=C1O",
  "relative_energy_ev": 0.007
}